# C19H41AlCl14NO2

C19H41AlCl14NO2 as an isolated structure (ωB97M-V/def2-TZVPD, OMol25).

Output
**Total energy**: -7638.94888 hartree
**LUMO energy**: 1.98 eV
**Kohn-Sham gap**: 6.9456 eV

Structure (ORCA input):
```
! RIJCOSX wB97M-V def2-TZVPD def2/J DEFGRID3
* xyz -1 1
N 3.351 -0.325 0.499
C 2.817 -1.002 -0.677
C 1.616 -0.229 -1.286
O 1.927 1.169 -1.323
C 0.333 -0.472 -0.486
Al -0.949 1.103 -0.224
C -2.882 0.341 -0.184
C -2.887 -1.096 -0.438
O -3.543 -1.687 -1.298
H 3.334 -0.902 1.321
H 4.273 0.044 0.352
H 3.583 -1.189 -1.427
H 2.403 -1.960 -0.368
H 1.475 -0.581 -2.311
H 2.505 1.325 -2.068
H -0.142 -1.336 -0.959
H 0.632 -0.798 0.513
H -0.812 2.236 -1.377
H -0.659 1.783 1.221
H -3.433 0.818 -0.992
H -3.322 0.563 0.787
H -2.201 -1.704 0.180
Cl 1.475 6.320 -1.340
C 2.457 4.941 -0.750
C 1.631 3.903 -0.041
Cl 0.988 4.491 1.509
H 3.229 5.350 -0.104
H 2.927 4.498 -1.626
H 2.244 3.032 0.179
H 0.784 3.567 -0.637
Cl -1.038 -4.744 -1.497
C -2.248 -4.118 -2.648
C -1.946 -4.529 -4.065
Cl -0.481 -3.740 -4.712
H -2.287 -3.040 -2.525
H -3.212 -4.524 -2.348
H -2.773 -4.235 -4.709
H -1.800 -5.603 -4.147
Cl -1.084 -2.650 2.407
C -1.589 -2.816 4.105
C -2.876 -2.080 4.376
Cl -2.675 -0.314 4.268
H -0.780 -2.447 4.731
H -1.723 -3.878 4.304
H -3.220 -2.306 5.385
H -3.647 -2.369 3.667
Cl 5.840 -1.032 -3.468
C 6.879 -2.448 -3.170
C 6.093 -3.660 -2.739
Cl 5.390 -3.471 -1.114
H 7.612 -2.169 -2.419
H 7.395 -2.665 -4.104
H 6.757 -4.522 -2.701
H 5.281 -3.872 -3.429
Cl -0.980 -6.309 5.700
C -0.327 -7.159 4.272
C 1.161 -6.969 4.129
Cl 1.586 -5.301 3.685
H -0.857 -6.794 3.396
H -0.551 -8.216 4.406
H 1.530 -7.613 3.333
H 1.681 -7.218 5.051
Cl -5.709 1.947 2.402
C -7.020 2.367 1.272
C -6.712 1.953 -0.144
Cl -5.391 2.904 -0.855
H -7.186 3.439 1.340
H -7.914 1.849 1.616
H -7.592 2.109 -0.766
H -6.424 0.905 -0.196
Cl 2.572 10.749 0.474
C 1.490 9.852 -0.628
C 0.937 10.733 -1.716
Cl -0.209 11.953 -1.094
H 0.698 9.410 -0.031
H 2.076 9.051 -1.069
H 0.393 10.122 -2.433
H 1.730 11.263 -2.236
*
```

# C19H41Br2F3N5O5S

A 6-piece molecular cluster, C19H41Br2F3N5O5S overall at a distorted geometry (ωB97M-V/def2-TZVPD, OMol25).

Output
**Total energy**: -7244.07174 hartree
**LUMO energy**: -3.08 eV
**Kohn-Sham gap**: 7.7684 eV

Structure (ORCA input):
```
! RIJCOSX wB97M-V def2-TZVPD def2/J DEFGRID3
* xyz 1 1
F -1.540 -4.741 2.903
C -1.122 -3.605 3.482
F 0.156 -3.808 3.873
Br -1.181 -2.195 2.182
C -2.004 -3.305 4.718
F -1.761 -4.284 5.629
Br -3.874 -3.470 4.168
C -1.910 -1.921 5.354
C -0.576 -1.538 5.982
S 0.522 -0.610 4.855
H -2.637 -1.944 6.158
H -2.263 -1.160 4.671
H -0.031 -2.379 6.394
H -0.752 -0.846 6.793
H 1.638 -1.331 4.678
H -0.117 -0.500 3.661
C -0.968 2.039 1.902
O -0.797 1.156 2.750
N -1.782 1.922 0.854
C -1.931 2.962 -0.155
C -2.532 0.690 0.733
H -0.425 2.994 1.935
H -2.970 3.291 -0.190
H -1.646 2.561 -1.128
H -1.301 3.817 0.080
H -3.161 0.563 1.615
H -1.794 -0.098 0.726
H -3.144 0.671 -0.162
C 2.287 -8.699 3.111
O 2.460 -9.696 2.447
N 1.094 -8.089 3.279
C 0.944 -6.896 4.083
C -0.074 -8.659 2.625
H 3.110 -8.194 3.646
H 0.247 -7.085 4.905
H 0.559 -6.088 3.470
H 1.906 -6.602 4.497
H -0.234 -9.681 2.967
H 0.076 -8.684 1.545
H -0.949 -8.057 2.857
C 0.465 0.674 -1.049
O -0.290 0.360 -1.953
N 1.774 0.921 -1.178
C 2.595 1.293 -0.045
C 2.400 0.814 -2.497
H 0.115 0.772 -0.012
H 3.042 2.275 -0.209
H 3.396 0.564 0.095
H 1.987 1.330 0.859
H 1.921 1.505 -3.188
H 2.270 -0.198 -2.880
H 3.450 1.043 -2.424
C 5.258 2.319 -4.817
O 4.614 1.488 -4.197
N 4.833 2.934 -5.928
C 5.643 3.914 -6.628
C 3.515 2.602 -6.447
H 6.266 2.633 -4.504
H 5.126 4.874 -6.663
H 5.838 3.581 -7.648
H 6.592 4.045 -6.115
H 2.751 2.824 -5.701
H 3.461 1.539 -6.681
H 3.323 3.181 -7.345
C -3.375 6.047 -2.136
O -3.592 6.247 -0.956
N -4.215 5.423 -2.979
C -3.892 5.213 -4.377
C -5.490 4.949 -2.464
H -2.438 6.372 -2.621
H -4.631 5.705 -5.013
H -3.885 4.146 -4.607
H -2.911 5.626 -4.597
H -6.066 5.782 -2.064
H -5.327 4.232 -1.658
H -6.049 4.472 -3.265
*
```

# C19H41BrFN6O5P2SSi

C19H41BrFN6O5P2SSi as an isolated structure at a distorted geometry (ωB97M-V/def2-TZVPD, OMol25).

Output
**Total energy**: -5497.01196 hartree
**LUMO energy**: -5.24 eV
**Kohn-Sham gap**: 5.2698 eV

Structure (ORCA input):
```
! RIJCOSX wB97M-V def2-TZVPD def2/J DEFGRID3
* xyz 1 1
C -2.057 -3.420 0.298
C -1.659 -2.147 -0.659
C -0.551 -1.220 0.074
F -0.632 -1.642 1.436
C -0.532 0.366 -0.244
C -0.891 0.457 -1.811
C 0.006 -0.422 -2.818
O 1.207 0.213 -3.325
Si 2.167 -0.853 -4.322
C 3.664 0.200 -4.960
C 2.926 -2.352 -3.374
C 1.190 -1.418 -5.868
C 1.042 0.759 -0.206
C 1.577 2.216 -0.452
C 1.507 2.917 -1.879
O 2.229 3.976 -2.012
N 1.432 0.349 1.194
P 2.990 -0.327 1.179
S 3.064 -2.255 0.739
C 0.769 0.976 2.305
N 1.610 2.183 2.736
P 1.101 -0.094 3.904
N 1.340 -1.791 3.575
O 2.638 0.382 4.604
C -0.821 1.418 2.121
C -1.715 1.044 3.378
C -2.250 -0.459 3.625
N -3.382 -0.392 4.647
N -0.647 2.937 2.160
C -1.049 3.578 3.180
O -1.447 4.050 4.282
N -1.406 1.210 0.692
Br -1.661 2.989 -0.091
C -2.876 0.818 0.646
C -3.837 1.343 -0.516
O -4.921 0.322 -0.607
H -2.681 -3.114 1.208
H -2.662 -4.181 -0.334
H -1.104 -4.003 0.623
H -2.632 -1.610 -0.939
H -1.279 -2.647 -1.636
H 0.467 -1.631 -0.322
H -1.963 0.088 -2.077
H -0.838 1.507 -2.280
H 0.317 -1.462 -2.451
H -0.637 -0.632 -3.771
H 3.432 0.750 -5.944
H 4.508 -0.563 -5.186
H 4.085 0.905 -4.146
H 2.797 -3.269 -4.064
H 2.363 -2.441 -2.377
H 4.049 -2.146 -3.248
H 0.893 -0.532 -6.534
H 0.253 -1.978 -5.491
H 1.855 -2.188 -6.421
H 1.711 0.043 -0.843
H 1.196 3.034 0.288
H 2.720 2.186 -0.205
H 0.871 2.662 -2.791
H 3.773 0.305 0.125
H 3.813 -0.193 2.365
H 1.386 2.452 3.707
H 2.611 2.025 2.624
H 2.151 -2.205 4.057
H 0.493 -2.369 3.658
H 2.618 -0.030 5.500
H -1.225 1.286 4.408
H -2.728 1.624 3.472
H -1.493 -1.182 4.095
H -2.701 -0.991 2.723
H -4.262 -0.180 4.123
H -3.223 0.426 5.273
H -3.062 -0.318 0.742
H -3.505 1.253 1.527
H -4.456 2.298 -0.268
H -3.491 1.449 -1.583
H -4.547 -0.341 -1.240
*
```

Which of these has the lowest Kohn-Sham gap? C19H41BrFN6O5P2SSi

Copy entry 3 word for word.
# C19H41BrFN6O5P2SSi

C19H41BrFN6O5P2SSi as an isolated structure at a distorted geometry (ωB97M-V/def2-TZVPD, OMol25).

Output
**Total energy**: -5497.01196 hartree
**LUMO energy**: -5.24 eV
**Kohn-Sham gap**: 5.2698 eV

Structure (ORCA input):
```
! RIJCOSX wB97M-V def2-TZVPD def2/J DEFGRID3
* xyz 1 1
C -2.057 -3.420 0.298
C -1.659 -2.147 -0.659
C -0.551 -1.220 0.074
F -0.632 -1.642 1.436
C -0.532 0.366 -0.244
C -0.891 0.457 -1.811
C 0.006 -0.422 -2.818
O 1.207 0.213 -3.325
Si 2.167 -0.853 -4.322
C 3.664 0.200 -4.960
C 2.926 -2.352 -3.374
C 1.190 -1.418 -5.868
C 1.042 0.759 -0.206
C 1.577 2.216 -0.452
C 1.507 2.917 -1.879
O 2.229 3.976 -2.012
N 1.432 0.349 1.194
P 2.990 -0.327 1.179
S 3.064 -2.255 0.739
C 0.769 0.976 2.305
N 1.610 2.183 2.736
P 1.101 -0.094 3.904
N 1.340 -1.791 3.575
O 2.638 0.382 4.604
C -0.821 1.418 2.121
C -1.715 1.044 3.378
C -2.250 -0.459 3.625
N -3.382 -0.392 4.647
N -0.647 2.937 2.160
C -1.049 3.578 3.180
O -1.447 4.050 4.282
N -1.406 1.210 0.692
Br -1.661 2.989 -0.091
C -2.876 0.818 0.646
C -3.837 1.343 -0.516
O -4.921 0.322 -0.607
H -2.681 -3.114 1.208
H -2.662 -4.181 -0.334
H -1.104 -4.003 0.623
H -2.632 -1.610 -0.939
H -1.279 -2.647 -1.636
H 0.467 -1.631 -0.322
H -1.963 0.088 -2.077
H -0.838 1.507 -2.280
H 0.317 -1.462 -2.451
H -0.637 -0.632 -3.771
H 3.432 0.750 -5.944
H 4.508 -0.563 -5.186
H 4.085 0.905 -4.146
H 2.797 -3.269 -4.064
H 2.363 -2.441 -2.377
H 4.049 -2.146 -3.248
H 0.893 -0.532 -6.534
H 0.253 -1.978 -5.491
H 1.855 -2.188 -6.421
H 1.711 0.043 -0.843
H 1.196 3.034 0.288
H 2.720 2.186 -0.205
H 0.871 2.662 -2.791
H 3.773 0.305 0.125
H 3.813 -0.193 2.365
H 1.386 2.452 3.707
H 2.611 2.025 2.624
H 2.151 -2.205 4.057
H 0.493 -2.369 3.658
H 2.618 -0.030 5.500
H -1.225 1.286 4.408
H -2.728 1.624 3.472
H -1.493 -1.182 4.095
H -2.701 -0.991 2.723
H -4.262 -0.180 4.123
H -3.223 0.426 5.273
H -3.062 -0.318 0.742
H -3.505 1.253 1.527
H -4.456 2.298 -0.268
H -3.491 1.449 -1.583
H -4.547 -0.341 -1.240
*
```

Among the records above, which one has the lowest total energy? C19H41AlCl14NO2

Among the records above, which one has the highest LUMO energy? C19H41AlCl14NO2